Formula: C39H50BrCsGeN6O7S
Source: OMol25
Level of theory: ωB97M-V/def2-TZVPD

Properties
ΔE to the lowest compared entry with this formula, charge and spin	0.2051	eV
E	-202472.9103	eV
charge	-2
lowest unoccupied orbital energy	3.404	eV

Geometry as XYZ:
```
106
C39H50BrCsGeN6O7S ωB97M-V/def2-TZVPD
Cs 0.56 -1.44 -0.58
N 1.08 -1.27 -5.95
C 1.49 -1.21 -4.61
S 1.58 -2.72 -3.77
N 1.74 -0.01 -4.18
N 2.02 0.13 -2.81
C 3.27 0.08 -2.54
C 3.93 0.29 -1.25
C 5.31 0.05 -1.23
C 6.09 0.26 -0.12
C 5.47 0.76 1.04
C 4.13 1.02 1.06
C 3.27 0.78 -0.07
O 2.02 1.00 0.00
H 1.31 -2.16 -6.37
H 1.39 -0.47 -6.49
H 3.96 -0.14 -3.37
H 5.76 -0.32 -2.14
H 7.16 0.05 -0.14
H 6.06 0.94 1.93
H 3.65 1.40 1.96
C 1.08 0.61 6.24
C 1.33 0.19 4.79
C 2.78 -0.27 4.63
C 1.07 1.39 3.87
O 0.47 -0.89 4.54
Ge -0.26 -1.28 2.86
O 1.05 -2.46 2.23
C 1.49 -3.76 2.52
C 1.67 -3.94 4.03
C 0.48 -4.79 2.01
C 2.83 -3.95 1.82
O -1.40 -2.62 3.53
C -2.38 -2.44 4.52
C -1.80 -2.77 5.89
C -2.93 -1.00 4.53
C -3.53 -3.40 4.20
H 1.76 1.41 6.55
H 1.22 -0.25 6.90
H 0.05 0.96 6.36
H 3.49 0.55 4.80
H 2.93 -0.64 3.61
H 2.99 -1.08 5.33
H 1.69 2.24 4.18
H 0.02 1.69 3.92
H 1.31 1.16 2.83
H 0.72 -3.75 4.54
H 2.39 -3.20 4.40
H 2.02 -4.94 4.28
H -0.48 -4.63 2.48
H 0.82 -5.81 2.21
H 0.36 -4.69 0.92
H 3.53 -3.18 2.16
H 2.72 -3.85 0.74
H 3.26 -4.94 2.04
H -0.95 -2.11 6.09
H -1.45 -3.80 5.90
H -2.55 -2.65 6.68
H -2.15 -0.30 4.82
H -3.75 -0.91 5.25
H -3.30 -0.72 3.54
H -3.13 -4.42 4.15
H -3.96 -3.16 3.23
H -4.31 -3.36 4.96
C -3.31 -1.30 0.30
O -2.69 -1.10 -0.97
C -3.33 -0.30 -1.85
C -4.68 0.00 -1.78
C -5.22 0.87 -2.72
Br -7.08 1.27 -2.63
C -4.46 1.46 -3.69
C -3.09 1.16 -3.76
C -2.52 0.24 -2.87
O -1.24 -0.13 -2.86
C -2.20 1.89 -4.65
N -0.95 1.60 -4.82
C -0.41 2.59 -5.60
C 0.90 2.79 -6.02
C 1.17 3.92 -6.77
C 0.16 4.83 -7.10
C -1.15 4.65 -6.70
C -1.42 3.52 -5.94
N -2.57 3.03 -5.34
H -3.56 -0.34 0.74
H -2.58 -1.81 0.92
H -4.20 -1.93 0.21
H -5.29 -0.40 -0.99
H -4.91 2.15 -4.39
H -0.73 0.32 -3.58
H 1.65 2.07 -5.71
H 2.18 4.11 -7.10
H 0.41 5.71 -7.69
H -1.93 5.36 -6.95
H -3.43 3.52 -5.23
O -2.72 2.11 -0.03
N -1.87 2.67 -0.82
C -0.57 2.29 -0.84
C 0.34 2.87 -1.70
C -0.06 3.88 -2.56
C -1.39 4.28 -2.52
C -2.27 3.66 -1.65
H -0.29 1.51 -0.14
H 1.34 2.46 -1.66
H 0.63 4.33 -3.25
H -1.76 5.06 -3.17
H -3.32 3.90 -1.57
```